{"formula": "C38H95NO24P5S2", "method": "the ωB97M-V functional and the def2-TZVPD basis", "symbols": ["N", "H", "H", "H", "H", "C", "C", "C", "S", "O", "O", "C", "H", "H", "H", "H", "H", "H", "H", "H", "C", "C", "C", "S", "O", "O", "C", "H", "H", "H", "H", "H", "H", "H", "H", "C", "C", "O", "P", "O", "O", "C", "C", "O", "C", "C", "H", "H", "H", "H", "H", "H", "H", "H", "H", "H", "H", "H", "H", "H", "H", "C", "C", "O", "P", "O", "O", "C", "C", "O", "C", "C", "H", "H", "H", "H", "H", "H", "H", "H", "H", "H", "H", "H", "H", "H", "H", "C", "C", "O", "P", "O", "O", "C", "C", "O", "C", "C", "H", "H", "H", "H", "H", "H", "H", "H", "H", "H", "H", "H", "H", "H", "H", "C", "C", "O", "P", "O", "O", "C", "C", "O", "C", "C", "H", "H", "H", "H", "H", "H", "H", "H", "H", "H", "H", "H", "H", "H", "H", "C", "C", "O", "P", "O", "O", "C", "C", "O", "C", "C", "H", "H", "H", "H", "H", "H", "H", "H", "H", "H", "H", "H", "H", "H", "H"], "xyz": [[-0.1393, 0.1397, 0.1835], [0.0166, 1.0618, 0.5649], [-1.0016, -0.2415, 0.5458], [0.6121, -0.4384, 0.5315], [-0.0756, 0.0784, -0.8227], [-1.6113, 5.0283, 0.8159], [-0.6900, 5.7925, -0.1240], [-0.3326, 4.7510, -1.2286], [-1.8241, 3.6641, -1.4666], [-1.5194, 2.2671, -1.2803], [-2.6449, 4.1073, -2.6088], [-2.7358, 4.3649, 0.0067], [-2.0249, 5.6518, 1.6085], [-1.0402, 4.2812, 1.3671], [0.2322, 6.0495, 0.3970], [-1.1715, 6.7122, -0.4561], [0.4662, 4.1191, -0.8404], [0.0017, 5.1865, -2.1703], [-3.4341, 3.6623, 0.4615], [-3.3206, 5.1481, -0.4758], [-3.7939, 0.8563, -3.9847], [-2.3359, 0.4878, -3.8891], [-2.0874, -0.7795, -4.7586], [-3.4960, -0.8355, -5.9985], [-4.4099, -1.9133, -5.6089], [-2.9047, -0.7750, -7.3617], [-4.1874, 0.7788, -5.4196], [-3.9455, 1.8210, -3.5004], [-4.3270, 0.1163, -3.3879], [-1.9755, 0.2375, -2.8913], [-1.6423, 1.2473, -4.2501], [-2.2525, -1.7382, -4.2669], [-1.1870, -0.6673, -5.3626], [-5.2237, 0.8211, -5.7547], [-3.7072, 1.5055, -6.0748], [1.1162, -2.8017, -6.1807], [1.0522, -2.8774, -4.6051], [2.2081, -2.2279, -4.0268], [1.9640, -0.7106, -3.4022], [0.9000, -0.6719, -2.3696], [3.4573, -0.1600, -2.9573], [4.5841, -0.3963, -3.6906], [5.7620, 0.3070, -3.2145], [1.5253, 0.1149, -4.6856], [1.3882, 1.5614, -4.7035], [2.4370, 1.9722, -5.7503], [0.4472, -3.5684, -6.5715], [0.8853, -1.7575, -6.3916], [2.1187, -3.0229, -6.5471], [0.1863, -2.4793, -4.0762], [1.0518, -3.9200, -4.2873], [4.8167, -1.4561, -3.5863], [4.4158, -0.1263, -4.7331], [6.5764, -0.0141, -3.8638], [5.6004, 1.3751, -3.3596], [6.0730, 0.1995, -2.1753], [0.3490, 1.8366, -4.8836], [1.5890, 2.0869, -3.7698], [3.3747, 2.0210, -5.1968], [2.5993, 1.2638, -6.5627], [2.1724, 2.9457, -6.1630], [-1.4241, 4.1782, 5.0831], [-1.0852, 2.6395, 5.1293], [-1.4974, 2.1113, 3.8604], [-1.5459, 0.4897, 3.6452], [-1.6315, -0.0964, 2.2939], [-0.1990, -0.0727, 4.3323], [-0.0905, -1.5116, 4.5881], [0.5102, -1.8392, 5.9721], [-2.7256, 0.0056, 4.6406], [-4.0539, -0.0801, 4.2056], [-4.7441, 1.2796, 4.1061], [-2.5030, 4.2970, 4.9827], [-1.0640, 4.6763, 5.9834], [-0.9031, 4.6248, 4.2363], [-0.0155, 2.4547, 5.2281], [-1.6691, 2.1200, 5.8891], [-1.0497, -2.0233, 4.5094], [0.5336, -1.9489, 3.8088], [-0.1780, -1.7766, 6.8150], [0.8985, -2.8514, 5.8586], [1.3284, -1.1994, 6.3027], [-4.1471, -0.6994, 3.3136], [-4.4115, -0.5929, 5.0985], [-5.7607, 1.0695, 4.4383], [-4.3075, 1.9810, 4.8170], [-4.7448, 1.8250, 3.1624], [3.0339, 3.8067, -2.0464], [3.4191, 3.0593, -0.7456], [3.1700, 3.7729, 0.4987], [2.2823, 2.9679, 1.5585], [1.0431, 2.3799, 1.0133], [2.0332, 3.9694, 2.7371], [2.9689, 4.7521, 3.3150], [2.2402, 5.6647, 4.3309], [3.2417, 1.9258, 2.2950], [2.6579, 1.0741, 3.2164], [3.6473, -0.0039, 3.6798], [3.7472, 3.5885, -2.8412], [2.0541, 3.5517, -2.4503], [3.0875, 4.8832, -1.8836], [3.0957, 2.0204, -0.8098], [4.5065, 3.0093, -0.8003], [3.7457, 4.1828, 3.8254], [3.5389, 5.4257, 2.6750], [1.4356, 5.0463, 4.7288], [2.8625, 5.9046, 5.1930], [1.7731, 6.5384, 3.8765], [2.3906, 1.7406, 4.0363], [1.7138, 0.5640, 3.0247], [3.2060, -0.7577, 4.3319], [4.0239, -0.5542, 2.8176], [4.5195, 0.3567, 4.2250], [-4.0240, -3.7403, 3.4333], [-3.5149, -3.6333, 1.9959], [-4.1749, -2.6651, 1.2201], [-3.5746, -2.1182, -0.2125], [-2.1261, -1.7204, -0.1962], [-4.5557, -0.9041, -0.6788], [-4.5605, 0.2905, 0.1670], [-5.3812, 1.2811, -0.5875], [-3.9870, -3.3725, -1.1381], [-3.2035, -3.7244, -2.2934], [-3.1518, -5.2689, -2.4942], [-3.8626, -2.7688, 3.9005], [-5.0703, -4.0419, 3.3856], [-3.6343, -4.6367, 3.9155], [-2.4626, -3.3536, 2.0465], [-3.5954, -4.5909, 1.4814], [-5.0082, 0.0174, 1.1226], [-3.5983, 0.7729, 0.3393], [-5.4991, 2.0866, 0.1374], [-4.8673, 1.5581, -1.5080], [-6.3480, 0.8681, -0.8753], [-3.5261, -3.2326, -3.2110], [-2.1710, -3.3849, -2.2114], [-4.0021, -5.5816, -3.1002], [-2.2618, -5.7719, -2.8723], [-3.2524, -5.7563, -1.5244], [6.0662, -2.3274, -0.3326], [4.5397, -2.6961, -0.4724], [4.1180, -2.7958, 0.9120], [2.4876, -2.8038, 1.1398], [1.8407, -1.4591, 0.8886], [1.9676, -4.0084, 0.1922], [0.5986, -3.9740, -0.1747], [0.5307, -4.8330, -1.3659], [2.2075, -3.3907, 2.6388], [2.7615, -4.6457, 3.0161], [2.7096, -4.6736, 4.4859], [6.4949, -3.2215, 0.1202], [6.6916, -2.1707, -1.2115], [6.1601, -1.5707, 0.4464], [4.0553, -1.9447, -1.0960], [4.3691, -3.6671, -0.9373], [-0.1050, -4.3735, 0.5557], [0.4158, -2.9513, -0.5046], [1.1995, -4.4117, -2.1164], [0.9019, -5.8403, -1.1771], [-0.4008, -4.8481, -1.9318], [2.1893, -5.4792, 2.6086], [3.7726, -4.5059, 2.6337], [3.1971, -3.7905, 4.8989], [1.6662, -4.5897, 4.7898], [3.0836, -5.6079, 4.9046]], "forces_ev_per_angstrom": [[-0.157, -0.096, -0.182], [-0.009, 0.553, -0.283], [-0.454, -0.195, -0.159], [0.453, -0.538, 0.270], [-0.126, 0.260, -0.451], [-0.619, -0.511, 1.104], [-0.087, -0.964, -0.253], [-0.217, 0.219, 0.108], [-2.036, 2.073, 0.387], [0.338, -0.003, -0.224], [1.540, -0.855, 0.781], [1.133, 0.507, -1.046], [-0.127, 0.267, -0.153], [0.130, -0.303, -0.152], [-0.022, 0.141, -0.039], [0.076, -0.152, -0.417], [-0.219, -0.236, -0.011], [-0.349, -0.114, -0.093], [0.532, -0.202, 0.125], [-0.138, -0.012, 0.009], [-0.062, 0.059, 1.105], [1.410, -1.488, -0.355], [-1.386, 0.545, -0.980], [1.386, 0.183, -0.369], [0.776, 0.937, -0.491], [-1.433, -0.032, 2.170], [-0.109, -0.433, -2.046], [-0.192, 0.160, -0.357], [-0.367, -0.040, -0.072], [-0.375, 0.260, 0.213], [-0.358, 0.327, -0.084], [0.598, 0.138, 0.220], [0.013, -0.544, 0.213], [-0.206, -0.269, 0.657], [0.424, 0.176, 0.254], [-0.205, 0.346, 2.189], [0.299, -0.683, -0.805], [0.462, 2.438, 1.039], [0.011, -1.319, -0.375], [1.378, 0.137, -0.207], [-4.480, -0.040, 1.373], [0.865, -2.223, -1.385], [1.226, 1.881, 0.313], [0.156, -0.147, 0.761], [0.563, -0.118, -0.992], [-0.429, 0.646, 0.619], [-0.273, 0.505, -0.259], [-0.298, -0.296, -0.752], [0.047, -0.020, 0.301], [-0.387, 0.330, -0.721], [0.530, -0.062, 0.009], [-0.174, -0.361, -0.589], [0.018, -0.270, -0.217], [0.201, 0.191, 0.106], [0.297, 0.262, -0.065], [-0.313, -0.485, 0.028], [0.029, -0.404, -0.647], [0.357, -0.678, 0.340], [0.208, 0.299, -0.223], [-0.533, -0.064, 0.112], [0.316, 0.083, -0.032], [0.533, -1.544, 0.096], [-0.468, 1.481, -0.079], [0.155, -2.311, -1.427], [0.652, -0.381, 1.050], [-0.973, 1.218, 0.610], [-1.078, 0.315, 0.642], [0.395, -0.079, 0.550], [-0.064, 0.392, -0.368], [3.055, 0.684, -0.842], [-0.840, 0.277, 0.636], [-0.191, -0.164, 0.449], [0.092, 0.125, -0.001], [-0.139, -0.092, 0.085], [-0.142, -0.032, -0.088], [-0.057, 0.049, 0.258], [0.245, 0.131, 0.300], [-0.257, 0.363, -0.043], [0.148, 0.321, -0.047], [-0.404, -0.231, -0.309], [-0.060, -0.035, 0.392], [0.242, 0.114, -0.589], [-0.012, 0.039, -0.034], [-1.045, -0.225, -0.490], [-0.224, 0.453, -0.283], [0.018, -0.174, 0.262], [0.055, -0.514, -0.286], [-0.311, 0.171, 0.650], [1.633, 0.295, -1.633], [-1.029, -1.142, 0.274], [0.152, -0.533, 0.060], [0.642, 0.848, 0.365], [-2.240, -0.720, -1.953], [2.037, 2.955, 2.508], [-0.139, -1.106, 0.098], [0.523, 0.541, -2.901], [-0.218, -1.262, 3.177], [0.313, 0.004, -0.269], [0.167, -0.202, 0.174], [-0.084, 0.096, 0.340], [-0.087, 0.046, 0.020], [-0.519, 0.091, 0.658], [0.078, -0.103, 0.281], [-0.150, -0.445, 0.146], [-0.256, -0.283, -0.833], [-0.166, 0.072, 0.159], [0.126, 0.353, -0.285], [0.277, 0.034, 0.013], [-0.004, -0.211, 0.660], [0.053, 0.267, -1.280], [-0.475, 0.181, -0.021], [-0.027, 0.044, -0.174], [-0.046, 0.416, -0.119], [-0.915, -0.226, -1.427], [1.366, -0.904, 0.374], [-0.521, 2.049, -1.637], [0.212, -0.156, 0.670], [-1.966, -0.964, -0.160], [1.493, -1.564, 1.230], [-0.481, -0.284, -0.468], [-0.341, -0.073, 0.208], [0.587, 0.959, 0.025], [1.609, -1.013, -0.984], [-1.126, 0.153, 0.739], [-0.112, -0.504, 0.570], [-0.393, 0.722, 0.113], [0.855, 0.490, 0.209], [0.262, -0.089, -0.130], [0.000, -0.156, 0.012], [-0.006, -0.004, 0.023], [0.518, -0.780, -0.079], [-0.277, 0.563, -0.530], [0.022, 0.387, 0.251], [-0.081, 0.094, 0.212], [-0.802, 0.009, 0.220], [0.065, 0.266, 0.674], [0.055, -0.119, 0.028], [0.258, 0.876, -0.476], [-0.297, 0.142, 0.228], [-0.859, -1.581, 0.746], [2.163, 0.322, -0.500], [-2.808, -0.051, 0.201], [-0.257, 0.572, 0.100], [1.588, -2.761, 0.909], [1.535, 1.047, 1.592], [-0.829, 0.496, -1.081], [0.503, -0.645, -2.139], [-0.536, 2.238, -2.128], [0.946, 0.288, -0.556], [-0.437, 0.074, 1.197], [0.224, -0.063, 0.148], [-0.619, 0.418, -0.203], [0.047, 0.365, -0.448], [-0.609, 0.228, 0.620], [0.202, 0.019, -0.026], [0.326, 0.519, 0.665], [-0.739, 0.045, 0.516], [0.394, 0.007, 0.030], [-0.298, -0.112, 0.086], [-0.393, -0.150, 0.686], [0.252, 0.086, -0.464], [0.288, -1.367, 0.121], [0.320, -0.240, 0.123], [-0.136, -0.146, 0.043], [0.232, 0.157, -0.011]], "energy_ev": -159698.91207, "total_charge": 1, "e_homo_ev": -11.4}



{"formula": "CH3N2O2", "method": "the ωB97M-V functional and the def2-TZVPD basis", "symbols": ["C", "N", "N", "O", "O", "H", "H", "H"], "xyz": [[-0.4036, -0.6803, -0.1156], [-1.1115, 0.3534, 0.0427], [1.3916, -0.0289, 0.0224], [1.2594, 1.1574, 0.0891], [2.1714, -0.8443, 0.1295], [-0.8280, -1.6106, -0.4004], [-2.1228, 0.6168, -0.0642], [-0.3563, 1.0365, 0.2965]], "forces_ev_per_angstrom": [[-0.117, 1.641, -0.334], [1.160, 0.021, 0.237], [-4.893, 0.503, 0.445], [1.206, -0.426, -0.043], [2.461, -1.194, -0.155], [0.238, -1.252, -0.183], [1.147, -0.769, 0.217], [-1.202, 1.475, -0.183]], "energy_ev": -8147.78620, "total_charge": 1, "e_homo_ev": -17.1}



{"formula": "C18H33Cl2Ge2N3STi", "method": "the ωB97M-V functional and the def2-TZVPD basis", "symbols": ["Ti", "C", "C", "Ge", "C", "C", "C", "C", "Ge", "C", "C", "C", "C", "C", "C", "C", "C", "C", "C", "H", "H", "H", "H", "H", "H", "H", "H", "H", "H", "H", "H", "H", "H", "H", "H", "H", "H", "H", "H", "H", "H", "H", "H", "H", "H", "N", "N", "C", "N", "S", "H", "H", "H", "H", "H", "Cl", "C", "Cl", "H", "H"], "xyz": [[-0.4695, 1.3619, -1.4575], [-3.8080, -2.2444, -0.7460], [-3.1721, -0.8745, -1.0437], [-1.2565, -1.1364, -1.1971], [-0.6595, -1.9682, -2.8377], [-0.8933, -3.4869, -2.7465], [-0.5494, -2.0328, 0.3250], [0.4006, -1.4866, 1.0711], [0.9490, 0.2644, 0.4686], [0.4917, 1.7766, 1.6182], [1.2056, 1.7646, 2.9798], [2.7277, 0.4431, -0.2976], [3.9244, 0.0910, 0.6006], [1.0258, -2.1567, 2.2602], [0.6066, -3.4203, 2.6871], [1.1898, -4.0322, 3.7824], [2.2095, -3.3938, 4.4809], [2.6396, -2.1431, 4.0748], [2.0456, -1.5394, 2.9729], [-4.8845, -2.1210, -0.6174], [-3.4174, -2.6893, 0.1700], [-3.6616, -2.9583, -1.5542], [-3.3632, -0.1730, -0.2335], [-3.5677, -0.4345, -1.9596], [0.4009, -1.7554, -2.9696], [-1.1864, -1.5225, -3.6824], [-0.3671, -3.9309, -1.9006], [-0.5176, -3.9658, -3.6521], [-1.9469, -3.7444, -2.6596], [-0.9081, -3.0381, 0.5487], [-0.5898, 1.7896, 1.7580], [0.7470, 2.6940, 1.0755], [0.9258, 0.8977, 3.5747], [0.9275, 2.6577, 3.5410], [2.2913, 1.7673, 2.8820], [2.8160, 1.4864, -0.6256], [2.7485, -0.1713, -1.1984], [3.9698, 0.7119, 1.4957], [4.8575, 0.2409, 0.0568], [3.8928, -0.9498, 0.9166], [-0.1841, -3.9432, 2.1662], [0.8511, -5.0114, 4.0949], [2.6640, -3.8747, 5.3368], [3.4342, -1.6386, 4.6099], [2.4080, -0.5657, 2.6770], [0.6750, 3.4355, -1.8357], [0.2550, 4.0991, -2.9993], [-0.4314, 3.4601, -3.9638], [-0.7068, 4.1551, -5.0518], [-0.9492, 1.8186, -3.8822], [0.5242, 4.0394, -1.0333], [1.6750, 3.2584, -1.9065], [0.6316, 5.0226, -3.1549], [-0.4136, 5.1108, -5.1889], [-1.2198, 3.7109, -5.7977], [-3.4142, 4.8677, 1.2646], [-3.5215, 3.2035, 0.9216], [-2.3704, 2.7495, -0.5018], [-4.4912, 2.9282, 0.5309], [-3.1905, 2.5963, 1.7525]], "forces_ev_per_angstrom": [[-0.713, 2.089, -0.633], [-0.188, 0.110, 0.030], [-0.289, 0.221, -0.063], [0.976, -0.318, 0.763], [0.005, -0.164, -0.280], [0.149, 0.009, -0.261], [-0.503, -0.947, -0.010], [0.683, -0.402, 1.148], [-0.037, -1.311, -0.081], [-0.238, 0.414, -0.079], [-0.047, 0.113, 0.047], [0.409, 0.157, -0.103], [0.021, 0.009, -0.068], [-0.253, 0.034, -0.347], [-0.029, -0.071, 0.029], [0.020, 0.068, -0.028], [-0.006, -0.063, 0.040], [-0.062, 0.000, -0.072], [0.144, 0.039, 0.109], [0.021, -0.033, 0.007], [0.015, 0.062, -0.012], [0.018, 0.044, -0.043], [-0.111, -0.016, 0.095], [-0.095, -0.043, -0.017], [0.077, -0.035, -0.035], [-0.017, -0.101, -0.083], [0.014, 0.060, -0.002], [-0.021, -0.031, 0.038], [-0.031, 0.038, -0.010], [0.039, 0.100, 0.068], [-0.044, 0.007, 0.114], [0.014, 0.113, 0.095], [-0.047, -0.002, -0.037], [0.013, -0.009, -0.004], [-0.015, 0.006, -0.060], [0.083, 0.012, -0.043], [0.044, -0.042, -0.056], [-0.038, 0.014, -0.015], [-0.026, 0.008, -0.019], [-0.025, -0.019, -0.017], [0.006, 0.005, 0.012], [0.001, 0.023, -0.012], [-0.005, 0.004, -0.009], [-0.026, -0.003, -0.030], [-0.001, 0.076, -0.076], [0.110, -0.386, -0.062], [-0.068, -0.103, 0.211], [-0.082, -0.339, -0.151], [-0.030, 0.028, -0.106], [0.274, 0.237, 0.299], [-0.083, 0.135, 0.008], [0.129, 0.003, 0.067], [-0.006, 0.062, -0.076], [-0.017, 0.006, -0.004], [0.002, 0.012, -0.009], [0.061, 0.394, 0.056], [0.164, -0.415, -0.003], [-0.312, 0.298, -0.194], [-0.042, -0.059, -0.040], [0.017, -0.098, 0.017]], "energy_ev": -195682.16196, "spin_multiplicity": 3, "total_charge": 2, "s2": 2.013, "e_homo_ev": [-13.2, -13.2]}



{"formula": "C3H15NO3S", "method": "the ωB97M-V functional and the def2-TZVPD basis", "symbols": ["N", "C", "C", "C", "S", "H", "H", "H", "H", "H", "H", "H", "H", "H", "O", "H", "H", "O", "H", "H", "O", "H", "H"], "xyz": [[-0.4999, 2.3558, -0.2911], [0.3633, 1.2098, -0.6936], [0.2018, 0.1223, 0.5079], [0.7860, -1.2252, 0.0548], [0.4633, -2.3743, 1.3131], [-0.6902, 3.0810, -0.9396], [0.1464, 3.0505, 0.3219], [-0.0267, 0.8022, -1.6633], [1.3389, 1.5507, -0.8866], [0.6808, 0.6418, 1.4222], [-0.8041, -0.1100, 0.7199], [1.8736, -0.7323, -0.4184], [0.1235, -1.5717, -0.8225], [1.3768, -3.4522, 1.0857], [-1.8082, -1.8509, -3.5439], [-1.9258, -1.1089, -2.9073], [-2.4359, -1.3206, -4.2101], [-3.2537, 0.4583, -0.9212], [-2.5306, 0.4070, -0.3300], [-3.3486, 1.3798, -1.1271], [3.0131, -0.5238, 4.2325], [3.7503, 0.0346, 3.9998], [3.2060, -0.8237, 5.0969]], "forces_ev_per_angstrom": [[2.404, 2.024, 3.041], [-3.249, -0.908, 0.639], [2.052, 1.870, -1.056], [1.651, 2.910, -3.699], [1.680, -2.402, 1.412], [-0.372, -0.026, -1.884], [-1.811, -2.481, -0.980], [0.209, 0.128, 0.874], [1.625, -0.103, 0.105], [-0.611, -1.355, -1.225], [-1.532, 0.617, 0.348], [-2.365, -2.733, 1.579], [1.447, 0.803, 0.833], [-1.174, 1.549, -0.009], [-2.641, 3.436, -1.691], [0.620, -0.978, 0.514], [1.955, -2.410, 1.274], [-1.098, -0.745, -1.065], [1.186, 0.118, 1.027], [0.012, 0.668, -0.032], [-0.541, 0.305, -1.265], [0.312, 0.253, -0.156], [0.242, -0.539, 1.420]], "energy_ev": -21819.55089, "smiles": "NCCCS.O.O.O", "total_charge": 0, "e_homo_ev": -8.8}